[1]
ORCA calculation (ωB97M-V with the def2-TZVPD basis set) on the molecule C4H7NO.

Energy above the lowest of the compared OMol25 structures with the same formula, charge and spin (eV): 5.164
HOMO level (eV): -7.2
HOMO-LUMO gap (eV): 8.0
Max |F| (eV/A): 1.4

```
13
C4H7NO | OMol25 | ωB97M-V with the def2-TZVPD basis set
C -1.199 -0.699 0.259
O -0.036 -1.499 0.351
C 1.069 -0.862 -0.232
C 0.547 1.077 0.883
N 0.588 0.556 -0.572
C -0.691 0.728 0.158
H -1.809 -0.864 1.149
H -1.775 -0.986 -0.637
H 1.865 -0.865 0.536
H 1.401 -1.357 -1.141
H 0.763 2.139 0.871
H 0.673 1.155 -1.413
H -1.397 1.476 -0.213
```

=====

[2]
ORCA calculation (ωB97M-V with the def2-TZVPD basis set) on a cluster of 2 separate species, C5H8N2O in total.

Energy above the lowest of the compared OMol25 structures with the same formula, charge and spin (eV): 5.381
HOMO level (alpha / beta) (eV): -8.5 / -8.5
HOMO-LUMO gap (alpha / beta) (eV): 8.8 / 8.8
Structure (SMILES): [H]/N=C/C#CO.C=NC
Max |F| (eV/A): 3.3

```
16
C5H8N2O | OMol25 | ωB97M-V with the def2-TZVPD basis set
H 1.306 -3.336 1.724
N 0.900 -2.544 1.230
C 0.898 -1.477 1.914
C 0.327 -0.284 1.372
C -0.047 0.876 1.608
O -0.510 2.067 1.521
H 1.250 -1.406 2.951
H -1.053 2.148 0.704
C -0.526 -0.386 -0.617
N -0.747 0.852 -0.984
C -0.237 1.270 -2.257
H -1.360 -0.924 -0.160
H 0.119 -1.057 -1.198
H 0.207 2.265 -2.147
H 0.530 0.588 -2.668
H -1.056 1.347 -2.993
```

=====

[3]
ORCA calculation (ωB97M-V with the def2-TZVPD basis set) on the molecule C4H6N2O.

Energy above the lowest of the compared OMol25 structures with the same formula, charge and spin (eV): 2.852
HOMO level (eV): -9.3
HOMO-LUMO gap (eV): 10.2
Structure (SMILES): O=C1NC[C@H]2CN12
Max |F| (eV/A): 1.5

```
13
C4H6N2O | OMol25 | ωB97M-V with the def2-TZVPD basis set
O -0.267 -0.390 -2.499
C -0.178 0.038 -1.374
N -1.041 0.860 -0.694
C -0.835 0.831 0.752
C 0.606 0.158 0.824
C 1.186 -1.354 0.239
N 0.892 -0.190 -0.499
H -1.935 1.041 -1.120
H -1.676 0.342 1.257
H -0.772 1.864 1.138
H 1.325 0.681 1.446
H 2.183 -1.753 -0.056
H 0.512 -2.127 0.589
```

=====

[4]
ORCA calculation (ωB97M-V with the def2-TZVPD basis set) on a structure of composition C19H27BNO2PRe.

Energy above the lowest of the compared OMol25 structures with the same formula, charge and spin (eV): 0.000
HOMO level (alpha / beta) (eV): -13.0 / -13.0
Multiplicity: 4
HOMO-LUMO gap (alpha / beta) (eV): 5.9 / 4.1
Total charge: +2
Max |F| (eV/A): 5.2

```
52
C19H27BNO2PRe | OMol25 | ωB97M-V with the def2-TZVPD basis set
C 2.170 1.776 -3.039
C 2.685 1.198 -1.871
C 1.814 0.665 -0.908
C 0.418 0.827 -1.065
C -0.093 1.372 -2.294
C 0.801 1.868 -3.270
C 2.305 -0.272 0.152
C 2.984 0.384 1.376
N 2.337 1.551 1.916
Re -1.240 -0.123 -1.225
C -1.547 1.636 -2.531
P -2.668 1.494 -0.873
H 3.777 1.119 -1.730
H 0.380 2.294 -4.188
H 2.866 2.126 -3.800
H -1.954 1.190 -3.443
H -1.747 2.714 -2.624
H 1.442 -0.837 0.531
H 3.026 -0.978 -0.297
H 2.983 -0.352 2.196
C -4.373 1.640 -1.492
C -2.379 3.215 -0.353
H 4.012 0.682 1.106
C 2.431 2.818 1.272
C 1.499 1.482 3.072
H -2.800 -1.466 -1.687
H 2.806 3.574 1.983
H 3.115 2.744 0.414
H 1.429 3.189 0.969
H 1.732 2.319 3.747
H 0.424 1.575 2.809
H 1.692 0.548 3.622
H -2.984 3.874 -0.986
H -2.685 3.319 0.691
H -1.329 3.499 -0.450
H -4.454 2.550 -2.097
H -4.644 0.753 -2.072
H -5.016 1.712 -0.610
H -2.803 -1.458 -0.946
O -0.740 -1.879 1.664
B -0.819 -1.555 0.250
O -0.516 -2.815 -0.477
C -0.295 -3.748 0.451
C -0.248 -5.110 0.202
C -0.515 -5.971 1.263
C -0.574 -5.465 2.566
C -0.420 -4.092 2.838
C -0.408 -3.210 1.754
H -0.077 -5.446 -0.815
H -0.701 -7.027 1.056
H -0.762 -6.168 3.381
H -0.336 -3.734 3.863
```